1.
DFT (wB97M-V/def2-TZVPD) results for an isolated molecule of C3H5FS in a non-equilibrium geometry.

```
10
C3H5FS (wB97M-V/def2-TZVPD)
C 1.214 0.031 -0.176
C -0.132 0.091 0.504
C -1.275 0.209 -0.391
H 1.985 0.424 0.463
H 1.118 0.397 -1.195
H -0.181 0.892 1.247
H -0.290 -0.881 0.849
H -1.328 0.960 -1.135
F 1.420 -1.366 -0.142
S -2.531 -0.757 -0.023
```

Calculated values
Calculated total energy, a.u.: -615.298762
E_HOMO, eV: -8.839
Orbital gap, eV: 8.465



2.
DFT (wB97M-V/def2-TZVPD) results for a cluster of 2 separate species, C3H5FS in total in a non-equilibrium geometry.

```
10
C3H5FS (wB97M-V/def2-TZVPD)
C -0.893 -2.062 0.287
C 0.726 1.891 0.378
C -0.266 1.116 -0.026
F -0.720 0.951 -1.332
S 0.242 -2.628 -0.750
H -1.480 -2.909 0.769
H 1.129 1.953 1.394
H 0.842 -1.322 -0.994
H 1.210 2.459 -0.499
H -0.789 0.550 0.773
```

Calculated values
Calculated total energy, a.u.: -615.195053
E_HOMO, eV: -8.788
Orbital gap, eV: 8.647



3.
DFT (wB97M-V/def2-TZVPD) results for a structure of composition C3H5FeLiO3 in a non-equilibrium geometry.

```
13
C3H5FeLiO3 (wB97M-V/def2-TZVPD)
O -0.194 -1.071 -0.741
C -0.426 0.209 -0.479
C 0.881 -1.569 0.067
O -0.819 0.978 -1.372
O 0.441 0.682 0.433
C 1.377 -0.331 0.823
Fe -4.005 1.644 -0.746
H 1.637 -1.994 -0.601
H 0.491 -2.348 0.731
H 2.380 -0.006 0.528
H 1.311 -0.439 1.912
Li -0.972 2.755 -0.695
H -2.103 1.490 0.139
```

Calculated values
Calculated total energy, a.u.: -1614.056484
E_HOMO (spin up / spin down), eV: -4.457 / -4.968
Orbital gap (spin up / spin down), eV: 4.048 / 4.580
2S+1: 5
<S²>: 6.0559



4.
DFT (wB97M-V/def2-TZVPD) results for a structure of composition C3H5FeMgO3 in a non-equilibrium geometry.

```
13
C3H5FeMgO3 (wB97M-V/def2-TZVPD)
O -0.202 1.938 -0.540
C -1.413 1.554 -0.162
C -1.904 0.294 -0.135
O -1.237 -0.793 -0.650
C -0.080 -1.315 0.057
Mg 1.040 0.515 -0.955
H -2.063 2.327 0.279
H -2.765 0.047 0.491
H 0.070 -2.317 -0.377
H -0.258 -1.283 1.149
Fe 4.211 0.422 0.239
O 2.546 -0.226 0.045
H 2.056 -1.162 0.560
```

Calculated values
Calculated total energy, a.u.: -1806.649723
E_HOMO (spin up / spin down), eV: -6.767 / -6.540
Orbital gap (spin up / spin down), eV: 5.928 / 4.211
2S+1: 6
<S²>: 8.7665



5.
DFT (wB97M-V/def2-TZVPD) results for a structure of composition C3H5GaO3 in a non-equilibrium geometry.

```
12
C3H5GaO3 (wB97M-V/def2-TZVPD)
Ga 2.366 0.607 0.403
O 2.028 -1.444 0.042
O -0.137 -1.184 0.496
C -1.137 -0.225 0.124
C -0.455 1.146 0.208
O 0.817 1.034 -0.332
C 0.877 -1.227 -0.355
H -1.470 -0.433 -0.904
H -1.974 -0.341 0.820
H -0.440 1.466 1.267
H -1.079 1.872 -0.346
H 0.602 -1.272 -1.424
```

Calculated values
Total charge: +1
Calculated total energy, a.u.: -2267.491228
E_HOMO (spin up / spin down), eV: -15.165 / -15.893
Orbital gap (spin up / spin down), eV: 10.327 / 7.728
2S+1: 2
<S²>: 0.7548



6.
DFT (wB97M-V/def2-TZVPD) results for a structure of composition C3H5GaO3 in a non-equilibrium geometry.

```
12
C3H5GaO3 (wB97M-V/def2-TZVPD)
H 1.951 -3.799 -0.144
O 0.370 -2.565 0.089
C 0.958 -3.634 0.290
H 0.389 -4.373 0.862
O 1.118 -1.557 -0.519
Ga 0.046 -0.331 -0.991
O -0.246 1.445 -1.013
C -0.313 2.452 -0.165
C -1.381 3.015 0.392
H 0.730 2.804 0.021
H -1.251 3.968 0.899
H -2.372 2.575 0.279
```

Calculated values
Total charge: +3
Calculated total energy, a.u.: -2266.232750
E_HOMO (spin up / spin down), eV: -24.765 / -25.980
Orbital gap (spin up / spin down), eV: 7.811 / 8.758
2S+1: 2
<S²>: 0.7528



7.
DFT (wB97M-V/def2-TZVPD) results for a structure of composition C3H5GaO4 in a non-equilibrium geometry.

```
13
C3H5GaO4 (wB97M-V/def2-TZVPD)
O -2.410 -1.626 -0.436
C -1.753 -0.642 -0.230
O -0.425 -0.675 -0.058
O -2.049 0.592 -0.609
H -2.816 0.923 -0.123
C 1.805 0.148 0.407
O 2.205 -0.681 -0.619
C 0.351 0.580 0.290
H 2.413 1.067 0.485
H 1.729 -0.356 1.424
H 0.249 1.321 -0.513
H -0.114 0.995 1.190
Ga 0.815 -1.645 -1.208
```

Calculated values
Total charge: +2
Calculated total energy, a.u.: -2342.176963
E_HOMO (spin up / spin down), eV: -20.702 / -20.701
Orbital gap (spin up / spin down), eV: 5.617 / 5.615



8.
DFT (wB97M-V/def2-TZVPD) results for a cluster of 2 separate species, C3H5I in total in a non-equilibrium geometry.

```
9
C3H5I (wB97M-V/def2-TZVPD)
C -2.077 1.788 -0.004
C -1.056 1.173 -0.133
C 0.094 0.452 0.400
I 2.042 -3.714 -1.587
H 2.966 -2.957 -0.536
H -2.878 2.455 0.029
H -0.232 0.056 1.365
H 0.266 -0.455 -0.242
H 0.874 1.201 0.708
```

Calculated values
Calculated total energy, a.u.: -414.902003
E_HOMO, eV: -9.914
Orbital gap, eV: 10.507



9.
DFT (wB97M-V/def2-TZVPD) results for the ion C3H5IN3 with charge +1 in a non-equilibrium geometry.

```
12
C3H5IN3 (wB97M-V/def2-TZVPD)
C -0.931 0.023 -0.720
C -1.125 -1.611 0.969
C 0.558 0.463 -0.451
N -1.663 -0.820 -0.128
N -0.130 -1.439 1.678
N 1.193 -0.135 0.655
I 2.833 -1.407 0.835
H -1.565 0.425 -1.515
H -1.834 -2.533 1.324
H 1.102 0.195 -1.240
H 0.503 1.570 -0.337
H 1.329 0.673 1.313
```

Calculated values
Total charge: +1
Calculated total energy, a.u.: -578.831932
E_HOMO (spin up / spin down), eV: -14.374 / -14.375
Orbital gap (spin up / spin down), eV: 7.911 / 7.917



10.
DFT (wB97M-V/def2-TZVPD) results for a structure of composition C3H5IrO4 in a non-equilibrium geometry.

```
13
C3H5IrO4 (wB97M-V/def2-TZVPD)
O 0.126 1.134 -0.227
C 1.009 -0.133 0.381
C -1.224 0.776 0.014
O 1.900 0.131 1.271
O 0.042 -1.056 0.702
C -1.205 -0.743 0.090
H -1.845 1.138 -0.815
H -1.560 1.206 0.971
H -1.247 -1.190 -0.915
H -1.999 -1.144 0.728
Ir 3.377 -0.156 0.121
O 1.640 -0.353 -0.872
H 0.986 0.390 -1.449
```

Calculated values
Total charge: +1
Calculated total energy, a.u.: -522.018830
E_HOMO (spin up / spin down), eV: -13.707 / -15.251
Orbital gap (spin up / spin down), eV: 9.986 / 6.664
2S+1: 6
<S²>: 8.7573



11.
DFT (wB97M-V/def2-TZVPD) results for a structure of composition C3H5KO3 in a non-equilibrium geometry.

```
12
C3H5KO3 (wB97M-V/def2-TZVPD)
O 0.248 -0.727 -0.307
C -0.372 -0.092 0.724
C 0.485 0.470 1.823
H -1.163 -0.794 1.076
H 1.142 -0.305 2.244
H -0.149 0.838 2.640
H 1.095 1.306 1.454
O -1.543 0.783 -1.997
C -0.912 -0.120 -2.442
O -0.037 -0.545 -3.106
K 2.311 -1.459 -2.142
H -1.106 0.646 0.033
```

Calculated values
Total charge: +1
Calculated total energy, a.u.: -942.707357
E_HOMO (spin up / spin down), eV: -14.681 / -14.392
Orbital gap (spin up / spin down), eV: 10.783 / 8.641
2S+1: 2
<S²>: 0.7554



12.
DFT (wB97M-V/def2-TZVPD) results for a structure of composition C3H5MgO3Tl in a non-equilibrium geometry.

```
13
C3H5MgO3Tl (wB97M-V/def2-TZVPD)
O -0.353 -1.629 0.266
C 0.844 -1.619 0.842
C 1.866 -0.751 0.656
O 1.921 0.301 -0.216
C 0.801 1.246 -0.230
Mg -0.959 0.030 -0.513
H 1.034 -2.404 1.592
H 2.785 -0.895 1.234
H 1.057 1.946 -1.044
H 0.861 1.835 0.709
Tl -4.053 -0.172 -1.979
O -2.800 0.614 -0.836
H -3.003 1.499 -0.480
```

Calculated values
Total charge: +1
Calculated total energy, a.u.: -715.307524
E_HOMO (spin up / spin down), eV: -12.629 / -12.506
Orbital gap (spin up / spin down), eV: 8.538 / 6.644
2S+1: 2
<S²>: 0.7576



13.
DFT (wB97M-V/def2-TZVPD) results for an isolated molecule of C3H5N in a non-equilibrium geometry.

```
9
C3H5N (wB97M-V/def2-TZVPD)
C -1.732 0.225 0.056
C 1.923 0.058 0.042
C -0.514 -0.311 0.072
N 0.644 0.486 0.043
H -2.697 -0.214 -0.232
H -1.973 1.310 0.155
H 2.669 0.827 -0.156
H 2.189 -0.993 0.280
H -0.510 -1.388 -0.260
```

Calculated values
Calculated total energy, a.u.: -171.981599
E_HOMO, eV: -9.084
Orbital gap, eV: 9.430



14.
DFT (wB97M-V/def2-TZVPD) results for an isolated molecule of C3H5N in a non-equilibrium geometry.

```
9
C3H5N (wB97M-V/def2-TZVPD)
C 0.285 0.340 -0.452
C -0.968 -0.213 -0.068
C 0.236 -0.343 0.824
N 0.826 0.942 -1.410
H -1.700 0.598 0.347
H -1.300 -1.192 -0.576
H 0.690 -1.299 1.086
H 0.098 0.220 1.689
H 1.832 0.947 -1.439
```

Calculated values
Calculated total energy, a.u.: -171.973530
E_HOMO, eV: -9.236
Orbital gap, eV: 10.325



15.
DFT (wB97M-V/def2-TZVPD) results for an isolated molecule of C3H5N in a non-equilibrium geometry.

```
9
C3H5N (wB97M-V/def2-TZVPD)
C -1.359 0.571 0.133
C -0.301 -0.151 -0.430
C 1.006 -0.295 0.229
N -1.540 -0.668 0.109
H -1.624 1.538 0.446
H -0.356 0.098 -1.559
H 1.129 -0.123 1.308
H 1.711 0.328 -0.278
H 1.333 -1.298 0.041
```

Calculated values
Calculated total energy, a.u.: -171.961327
E_HOMO, eV: -9.741
Orbital gap, eV: 10.921



16.
DFT (wB97M-V/def2-TZVPD) results for a structure of composition C3H5N in a non-equilibrium geometry.

```
9
C3H5N (wB97M-V/def2-TZVPD)
C -0.285 -0.178 -1.293
C -0.367 0.517 0.037
C 0.655 -0.689 0.408
N 0.635 -1.050 -1.081
H -0.966 0.021 -2.081
H 0.080 1.438 -0.023
H -1.335 0.711 0.506
H 1.737 -0.372 0.605
H 0.414 -1.654 0.985
```

Calculated values
Calculated total energy, a.u.: -171.980232
E_HOMO, eV: -9.800
Orbital gap, eV: 10.972



17.
DFT (wB97M-V/def2-TZVPD) results for an isolated molecule of C3H5N in a non-equilibrium geometry.

```
9
C3H5N (wB97M-V/def2-TZVPD)
C -0.418 0.790 0.086
C -1.308 -0.132 -0.208
C 1.428 -0.406 0.020
N 0.955 0.736 -0.229
H -0.840 1.714 0.664
H -2.259 0.122 0.092
H -0.990 -0.982 -0.665
H 0.900 -1.332 0.470
H 2.533 -0.512 -0.231
```

Calculated values
Calculated total energy, a.u.: -171.986612
E_HOMO, eV: -9.606
Orbital gap, eV: 10.556



18.
DFT (wB97M-V/def2-TZVPD) results for an isolated molecule of C3H5N in a non-equilibrium geometry.

```
9
C3H5N (wB97M-V/def2-TZVPD)
C 1.206 0.665 -0.039
C -0.881 0.521 0.035
C -0.171 -0.915 -0.002
N 1.220 -0.589 -0.024
H 1.928 1.442 -0.031
H -0.996 0.775 1.039
H -1.182 1.099 -0.837
H -0.558 -1.547 0.796
H -0.566 -1.451 -0.936
```

Calculated values
Calculated total energy, a.u.: -171.823680
E_HOMO (spin up / spin down), eV: -6.028 / -10.830
Orbital gap (spin up / spin down), eV: 7.224 / 9.694
2S+1: 3
<S²>: 2.0081



19.
DFT (wB97M-V/def2-TZVPD) results for the ion C3H5N2 with charge +1 in a non-equilibrium geometry.

```
10
C3H5N2 (wB97M-V/def2-TZVPD)
C -1.452 -0.182 0.052
C 1.103 0.584 0.009
C 0.690 -0.664 0.068
N -1.261 0.969 -0.030
N -0.640 -1.206 -0.017
H 0.630 1.498 -0.226
H 2.156 0.685 -0.017
H 1.495 -1.336 0.162
H -1.716 1.749 0.331
H -1.005 -2.096 -0.332
```

Calculated values
Total charge: +1
Calculated total energy, a.u.: -226.428367
E_HOMO, eV: -15.134
Orbital gap, eV: 8.374



20.
DFT (wB97M-V/def2-TZVPD) results for the ion C3H5N2 with charge +1 in a non-equilibrium geometry.

```
10
C3H5N2 (wB97M-V/def2-TZVPD)
C -1.245 -0.037 1.268
C -0.038 0.421 -0.618
C 0.799 -0.581 0.377
N -0.048 -0.849 1.300
N -1.298 0.502 0.089
H 0.502 1.341 -0.773
H -0.146 0.082 -1.730
H 1.723 -0.998 0.284
H 0.227 -1.485 2.031
H -2.095 1.101 -0.024
```

Calculated values
Total charge: +1
Calculated total energy, a.u.: -226.461796
E_HOMO, eV: -14.379
Orbital gap, eV: 8.358